# 1
Molecular formula: C2H7NO2
Method: DFT, ωB97M-V/def2-TZVPD

* E_tot: -7765.98806 eV
* relative energy (zero: lowest compared OMol25 entry of this formula, charge and spin): 7.5377 eV
* HOMO level: -7.2 eV
* max |F|: 0.73 eV Å⁻¹

Geometry as ORCA input:
```
! RIJCOSX wB97M-V def2-TZVPD def2/J DEFGRID3
* xyz 0 1
O -2.24 0.32 -0.55
O 1.82 1.13 0.17
N -1.54 0.11 0.71
C 1.22 0.05 -0.49
C -0.50 -0.78 0.38
H 2.14 0.85 1.03
H 0.96 0.35 -1.50
H -2.76 1.11 -0.36
H 1.79 -0.88 -0.46
H -0.22 0.39 0.26
H -0.64 -1.47 -0.46
H -0.04 -1.20 1.27
*
```

=====

# 2
Molecular formula: C2H7NO2
Method: DFT, ωB97M-V/def2-TZVPD

* E_tot: -7772.17877 eV
* relative energy (zero: lowest compared OMol25 entry of this formula, charge and spin): 1.3470 eV
* HOMO level: -9.9 eV
* SMILES: NC=O.CO
* max |F|: 1.14 eV Å⁻¹

Geometry as ORCA input:
```
! RIJCOSX wB97M-V def2-TZVPD def2/J DEFGRID3
* xyz 0 1
O -2.99 0.35 -1.24
O 0.87 -0.51 0.51
N -0.81 0.51 -1.86
C -1.88 -0.12 -1.30
C 1.59 -0.01 1.63
H 0.21 -1.15 0.82
H 2.51 -0.55 1.77
H -1.68 -1.13 -0.90
H 1.78 1.05 1.44
H 1.00 -0.06 2.56
H 0.11 0.11 -1.75
H -0.71 1.50 -1.68
*
```

=====

# 3
Molecular formula: C2H7NO2
Method: DFT, ωB97M-V/def2-TZVPD

* E_tot: -7772.44303 eV
* relative energy (zero: lowest compared OMol25 entry of this formula, charge and spin): 1.0827 eV
* HOMO level: -9.8 eV
* SMILES: CNC=O.O
* max |F|: 0.75 eV Å⁻¹

Geometry as ORCA input:
```
! RIJCOSX wB97M-V def2-TZVPD def2/J DEFGRID3
* xyz 0 1
O -3.57 1.15 -0.42
O 4.31 -3.66 -2.70
N -1.76 0.70 0.89
C -0.67 1.33 1.65
C -2.45 1.41 -0.04
H 4.83 -3.21 -3.38
H -0.99 2.32 1.98
H -2.37 0.02 1.34
H -1.87 2.26 -0.46
H 4.77 -4.46 -2.44
H 0.22 1.37 1.03
H -0.43 0.77 2.54
*
```

=====

# 4
Molecular formula: C2H7NO2P
Method: DFT, ωB97M-V/def2-TZVPD

* E_tot: -17051.96836 eV
* relative energy (zero: lowest compared OMol25 entry of this formula, charge and spin): 3.2348 eV
* HOMO level: -14.3 eV
* max |F|: 4.69 eV Å⁻¹

Geometry as ORCA input:
```
! RIJCOSX wB97M-V def2-TZVPD def2/J DEFGRID3
* xyz 1 1
P 0.73 1.07 0.20
O -0.43 1.08 -0.85
O -1.03 -0.84 0.38
N 1.70 -0.20 -0.83
C -1.50 0.25 -0.39
C -0.11 -0.25 1.25
H 0.55 -0.90 1.90
H -0.68 0.22 2.11
H -2.14 -0.17 -1.21
H 1.99 0.17 -1.76
H 2.48 -0.59 -0.25
H 1.00 -0.98 -1.09
H -2.56 1.14 0.54
*
```

=====

# 5
Molecular formula: C2H7NO2S
Method: DFT, ωB97M-V/def2-TZVPD

* E_tot: -18603.53210 eV
* relative energy (zero: lowest compared OMol25 entry of this formula, charge and spin): 4.8607 eV
* HOMO level (spin up / spin down): -9.5 / -9.0 eV
* max |F|: 1.32 eV Å⁻¹

Geometry as ORCA input:
```
! RIJCOSX wB97M-V def2-TZVPD def2/J DEFGRID3
* xyz 0 1
S -2.38 -0.13 0.29
O -3.01 0.59 -0.80
O -1.48 -1.37 -0.28
N 0.81 0.00 -0.84
C 1.83 -0.51 0.02
C -1.00 0.91 0.77
H 1.05 0.91 -1.22
H 2.35 0.25 0.62
H -1.03 1.93 0.40
H 2.58 -0.99 -0.63
H -0.64 -1.02 -0.68
H -0.50 0.74 1.70
H 1.41 -1.29 0.66
*
```

=====

# 6
Molecular formula: C2H7NO2S
Method: DFT, ωB97M-V/def2-TZVPD

* E_tot: -18605.99161 eV
* relative energy (zero: lowest compared OMol25 entry of this formula, charge and spin): 2.4012 eV
* HOMO level: -9.1 eV
* max |F|: 2.40 eV Å⁻¹

Geometry as ORCA input:
```
! RIJCOSX wB97M-V def2-TZVPD def2/J DEFGRID3
* xyz 0 1
S 2.24 0.51 -0.26
O 2.09 -1.15 -0.34
O 2.88 0.90 0.98
N -0.20 -0.04 -1.03
C -1.61 -0.33 -0.86
C 0.42 0.47 0.20
H -1.99 -0.44 -1.84
H 0.39 -0.82 -1.41
H -1.87 -1.21 -0.23
H -1.93 0.54 -0.39
H 2.84 -1.73 -0.57
H -0.07 1.38 0.48
H 0.50 -0.14 1.18
*
```

=====

# 7
Molecular formula: C2H7NO2S
Method: DFT, ωB97M-V/def2-TZVPD

* E_tot: -18606.31882 eV
* relative energy (zero: lowest compared OMol25 entry of this formula, charge and spin): 2.0740 eV
* HOMO level: -8.5 eV
* SMILES: CNSC(O)O
* max |F|: 3.79 eV Å⁻¹

Geometry as ORCA input:
```
! RIJCOSX wB97M-V def2-TZVPD def2/J DEFGRID3
* xyz 0 1
S 0.01 1.00 -0.01
O -0.46 -0.76 1.98
O 0.85 1.00 2.51
N 0.44 0.03 -1.30
C -0.57 -0.41 -2.19
C 0.58 0.04 1.53
H -1.51 0.28 -2.17
H 1.49 -0.56 1.31
H -0.98 -1.36 -2.08
H -1.10 -0.09 2.24
H 1.34 0.20 -1.69
H 0.06 0.96 3.06
H -0.16 -0.33 -3.20
*
```

=====

# 8
Molecular formula: C2H7NO3
Method: DFT, ωB97M-V/def2-TZVPD

* E_tot: -9819.86291 eV
* relative energy (zero: lowest compared OMol25 entry of this formula, charge and spin): 1.0978 eV
* HOMO level: -9.5 eV
* SMILES: NC(=O)CO.O
* max |F|: 3.50 eV Å⁻¹

Geometry as ORCA input:
```
! RIJCOSX wB97M-V def2-TZVPD def2/J DEFGRID3
* xyz 0 1
O 3.83 -2.02 3.11
O 0.31 -0.11 -0.91
O -2.94 1.25 -0.48
N -1.27 2.05 -1.69
C -1.11 -0.21 -0.69
C -1.87 1.13 -0.98
H -1.26 -0.63 0.33
H -0.51 1.87 -2.35
H -1.47 -0.97 -1.41
H 0.84 -0.43 -0.15
H 2.87 -2.19 3.26
H 4.29 -2.72 3.63
H -1.72 2.97 -1.67
*
```

=====

# 9
Molecular formula: C2H7NO3
Method: DFT, ωB97M-V/def2-TZVPD

* E_tot: -9820.31347 eV
* relative energy (zero: lowest compared OMol25 entry of this formula, charge and spin): 0.6472 eV
* HOMO level: -9.9 eV
* SMILES: NCC(=O)O.O
* max |F|: 1.80 eV Å⁻¹

Geometry as ORCA input:
```
! RIJCOSX wB97M-V def2-TZVPD def2/J DEFGRID3
* xyz 0 1
O -1.05 -0.12 -1.43
O -1.44 -1.87 0.90
O -0.70 1.93 -0.57
N 1.05 0.33 1.07
C -0.33 0.82 -0.78
C 1.06 0.31 -0.39
H -1.32 -1.52 0.03
H 1.23 1.26 1.43
H 1.12 -0.71 -0.75
H -1.17 -1.22 1.51
H 1.67 -0.33 1.50
H -1.94 0.17 -1.67
H 1.82 0.93 -0.85
*
```

=====

# 10
Molecular formula: C2H7NO3P
Method: DFT, ωB97M-V/def2-TZVPD

* E_tot: -19108.31043 eV
* relative energy (zero: lowest compared OMol25 entry of this formula, charge and spin): 4.4081 eV
* HOMO level (spin up / spin down): -4.5 / -4.2 eV
* max |F|: 4.40 eV Å⁻¹

Geometry as ORCA input:
```
! RIJCOSX wB97M-V def2-TZVPD def2/J DEFGRID3
* xyz -1 1
P 0.99 0.51 -1.96
O -1.01 -0.98 1.17
O 2.22 0.33 -1.17
O 0.80 -0.06 -3.35
N 0.72 2.20 -2.08
C 0.11 -0.32 1.41
C -1.05 -2.21 0.71
H 0.70 2.77 -1.32
H -0.01 -2.60 0.38
H 1.04 -0.80 1.12
H -2.01 -2.48 0.48
H -0.15 0.62 1.77
H -0.14 2.28 -2.67
H -0.05 0.14 -1.20
*
```

=====

# 11
Molecular formula: C2H7NOS
Method: DFT, ωB97M-V/def2-TZVPD

* E_tot: -16555.39011 eV
* relative energy (zero: lowest compared OMol25 entry of this formula, charge and spin): 5.3819 eV
* HOMO level: -8.2 eV
* SMILES: C=[S@@](C)(N)=O
* max |F|: 6.78 eV Å⁻¹

Geometry as ORCA input:
```
! RIJCOSX wB97M-V def2-TZVPD def2/J DEFGRID3
* xyz 0 1
S -0.42 0.17 -0.25
O -0.97 1.15 -1.56
N -0.28 -1.48 -0.56
C -1.26 0.54 1.09
C 1.43 0.56 -0.06
H 1.87 -0.40 0.27
H -1.07 -0.10 2.01
H -0.98 -2.25 -0.50
H -2.15 1.17 0.90
H 0.37 -1.68 -1.18
H 1.73 1.09 -0.96
H 1.72 1.23 0.80
*
```

=====

# 12
Molecular formula: C2H7NOS
Method: DFT, ωB97M-V/def2-TZVPD

* E_tot: -16555.32440 eV
* relative energy (zero: lowest compared OMol25 entry of this formula, charge and spin): 5.4476 eV
* HOMO level: -7.4 eV
* max |F|: 5.32 eV Å⁻¹

Geometry as ORCA input:
```
! RIJCOSX wB97M-V def2-TZVPD def2/J DEFGRID3
* xyz 0 1
S -0.66 -0.61 -1.42
O 0.34 -0.23 -2.60
N 2.01 0.63 1.05
C -1.54 0.95 -0.98
C -0.91 -0.73 -3.08
H -1.63 1.45 -1.84
H -0.99 1.43 -0.12
H -0.76 -1.69 -3.53
H 1.00 0.99 1.25
H 2.51 0.35 1.90
H -2.56 0.59 -0.66
H 2.55 1.32 0.64
*
```

=====

# 13
Molecular formula: C2H7NOS2
Method: DFT, ωB97M-V/def2-TZVPD

* E_tot: -27395.03364 eV
* relative energy (zero: lowest compared OMol25 entry of this formula, charge and spin): 0.9558 eV
* HOMO level: -8.9 eV
* SMILES: NC=O.CSS
* max |F|: 2.45 eV Å⁻¹

Geometry as ORCA input:
```
! RIJCOSX wB97M-V def2-TZVPD def2/J DEFGRID3
* xyz 0 1
S 3.52 1.77 -2.10
S 3.57 0.85 -4.06
O -4.57 -1.19 2.69
N -5.01 -0.09 4.53
C -4.27 -0.24 3.38
C 4.58 -0.66 -3.99
H -5.74 -0.78 4.62
H 5.51 -0.41 -4.53
H 3.94 -1.52 -4.20
H -3.52 0.58 3.36
H -5.05 0.71 5.13
H 2.20 1.60 -1.91
H 4.84 -0.62 -2.90
*
```

=====

# 14
Molecular formula: C2H7NOSi
Method: DFT, ωB97M-V/def2-TZVPD

* E_tot: -13599.32683 eV
* relative energy (zero: lowest compared OMol25 entry of this formula, charge and spin): 4.1294 eV
* HOMO level: -8.6 eV
* max |F|: 4.23 eV Å⁻¹

Geometry as ORCA input:
```
! RIJCOSX wB97M-V def2-TZVPD def2/J DEFGRID3
* xyz 0 1
Si -1.58 0.70 -0.09
O -1.29 -0.91 0.10
N -0.03 -1.51 -0.15
C 0.84 0.90 0.04
C 1.02 -0.56 0.18
H -0.07 -1.97 -1.09
H -2.51 0.99 -1.19
H 1.12 1.43 -0.81
H 1.97 -0.79 -0.39
H 1.11 -0.84 1.29
H 1.29 1.36 0.86
H -1.88 1.20 1.25
*
```

=====

# 15
Molecular formula: C2H7NS
Method: DFT, ωB97M-V/def2-TZVPD

* E_tot: -14512.07817 eV
* relative energy (zero: lowest compared OMol25 entry of this formula, charge and spin): 0.5827 eV
* HOMO level: -8.7 eV
* SMILES: CSCN
* max |F|: 2.33 eV Å⁻¹

Geometry as ORCA input:
```
! RIJCOSX wB97M-V def2-TZVPD def2/J DEFGRID3
* xyz 0 1
S -0.98 0.21 -0.15
N 1.64 -0.65 -0.60
C -0.58 -0.18 1.64
C 0.73 0.50 -0.74
H 1.15 -1.52 -0.74
H -0.26 0.71 2.16
H 2.49 -0.41 -1.06
H -1.39 -0.86 1.88
H 0.32 -0.80 1.68
H 0.71 0.76 -1.79
H 1.00 1.34 -0.10
*
```

=====

# 16
Molecular formula: C2H7NS
Method: DFT, ωB97M-V/def2-TZVPD

* E_tot: -14511.25570 eV
* relative energy (zero: lowest compared OMol25 entry of this formula, charge and spin): 1.4051 eV
* HOMO level: -9.2 eV
* SMILES: C=C.NS
* max |F|: 0.97 eV Å⁻¹

Geometry as ORCA input:
```
! RIJCOSX wB97M-V def2-TZVPD def2/J DEFGRID3
* xyz 0 1
S -0.15 0.56 0.82
N -0.55 1.59 2.16
C 0.84 -0.80 -1.71
C -0.15 -1.36 -1.05
H 0.24 1.66 2.79
H -1.18 -1.13 -1.28
H 0.66 -0.07 -2.48
H 1.88 -1.02 -1.51
H 0.01 -2.10 -0.29
H -1.34 1.18 2.66
H -0.27 1.51 -0.11
*
```

=====

# 17
Molecular formula: C2H7NS
Method: DFT, ωB97M-V/def2-TZVPD

* E_tot: -14511.37179 eV
* relative energy (zero: lowest compared OMol25 entry of this formula, charge and spin): 1.2890 eV
* HOMO level: -9.6 eV
* SMILES: C=NC.S
* max |F|: 1.26 eV Å⁻¹

Geometry as ORCA input:
```
! RIJCOSX wB97M-V def2-TZVPD def2/J DEFGRID3
* xyz 0 1
S -0.93 0.12 1.72
N 0.53 0.53 -1.21
C -0.53 -0.15 -1.31
C 1.74 -0.28 -1.20
H -1.51 0.24 -1.07
H 1.92 -0.70 -0.21
H -0.54 -0.50 2.84
H -0.20 -0.84 1.13
H 1.74 -1.14 -1.89
H 2.59 0.31 -1.53
H -0.60 -1.19 -1.65
*
```

=====

# 18
Molecular formula: C2H7NS
Method: DFT, ωB97M-V/def2-TZVPD

* E_tot: -14511.63925 eV
* relative energy (zero: lowest compared OMol25 entry of this formula, charge and spin): 1.0216 eV
* HOMO level: -9.6 eV
* SMILES: C=NC.S
* max |F|: 1.11 eV Å⁻¹

Geometry as ORCA input:
```
! RIJCOSX wB97M-V def2-TZVPD def2/J DEFGRID3
* xyz 0 1
S 2.50 -1.30 0.69
N -1.26 0.54 -0.85
C -1.36 -0.71 -0.90
C -0.47 1.12 0.24
H -0.83 2.13 0.37
H 2.23 -0.44 -0.32
H -0.86 -1.43 -0.25
H -2.02 -1.17 -1.64
H 2.06 -0.41 1.62
H -0.55 0.49 1.13
H 0.57 1.19 -0.10
*
```

=====

# 19
Molecular formula: C2H7NS
Method: DFT, ωB97M-V/def2-TZVPD

* E_tot: -14511.15843 eV
* relative energy (zero: lowest compared OMol25 entry of this formula, charge and spin): 1.5024 eV
* HOMO level: -8.8 eV
* SMILES: NCCS
* max |F|: 4.59 eV Å⁻¹

Geometry as ORCA input:
```
! RIJCOSX wB97M-V def2-TZVPD def2/J DEFGRID3
* xyz 0 1
S 0.62 -1.27 0.16
N -0.13 1.34 -1.13
C -0.97 0.87 -0.08
C -0.12 0.07 1.04
H -0.86 1.86 -1.56
H 0.88 -0.57 -0.93
H 0.58 0.69 1.60
H -1.50 0.11 -0.58
H -0.78 -0.26 1.74
H -1.75 1.63 0.20
H 0.91 1.82 -0.92
*
```

=====

# 20
Molecular formula: C2H7NS
Method: DFT, ωB97M-V/def2-TZVPD

* E_tot: -14508.40889 eV
* relative energy (zero: lowest compared OMol25 entry of this formula, charge and spin): 4.2519 eV
* HOMO level: -9.0 eV
* max |F|: 6.14 eV Å⁻¹

Geometry as ORCA input:
```
! RIJCOSX wB97M-V def2-TZVPD def2/J DEFGRID3
* xyz 0 1
S 0.96 -0.37 -2.18
N -1.24 0.61 0.42
C -0.13 -0.46 0.68
C 0.91 -0.16 -0.27
H -2.02 0.44 1.43
H -0.65 1.80 0.05
H -0.48 -0.26 -2.12
H 0.19 -0.45 1.65
H 1.84 -0.66 0.31
H -0.63 -1.31 0.29
H 1.25 0.82 -0.26
*
```